C3H5FS | ωB97M-V/def2-TZVPD

The geometry in XYZ format:
```
10
Properties=species:S:1:pos:R:3:mulliken_spin:R:1
C 0.9669 -1.7839 -1.2101 0.004
C 0.4650 -1.5756 -0.0072 0.869
C -2.0270 -1.3819 -0.2917 0.798
F 1.1082 -1.3729 1.1292 0.069
S -2.3391 0.2514 0.1333 0.245
H 1.9910 -1.6873 -1.5345 0.024
H 0.3006 -1.7269 -2.0064 0.001
H -1.8185 -1.7837 -1.3966 -0.017
H -2.3909 -2.1342 0.4374 0.000
H -2.4161 0.1578 1.4552 0.008
```

Results
Maximum force = 3.21 eV/Å
2S+1 = 3
HOMO-LUMO gap (spin up / spin down) = 7.76 / 8.60 eV
Relative energy (zero: lowest compared OMol25 entry of this formula, charge and spin) = 133.10 kJ/mol


C3H11N4 | ωB97M-V/def2-TZVPD

The geometry in XYZ format:
```
18
Properties=species:S:1:pos:R:3:nbo_charge:R:1
C 0.6675 0.2527 -1.0473 0.468
C 0.6966 1.6259 -1.8168 -0.672
C -0.7379 -1.0592 0.4517 0.695
N 1.6070 -0.6163 -1.1316 -0.704
N 0.2656 -1.8639 0.7653 -0.730
N -2.0125 -1.3077 0.8180 -0.761
N -0.4751 0.0339 -0.2994 -0.605
H 0.4534 2.5203 -1.2686 0.250
H 1.6401 1.7338 -2.3653 0.250
H -0.0435 1.3163 -2.5536 0.232
H 0.0541 0.5541 1.9581 -0.068
H 2.4592 -0.4620 -1.6782 0.401
H 0.7099 0.8768 2.4308 0.065
H -0.0650 -2.7243 1.2722 0.423
H 1.2379 -1.5881 0.6394 0.480
H -2.6457 -0.4768 0.6498 0.424
H -2.3182 -2.1337 1.1897 0.430
H -1.4178 0.4073 -0.5985 0.424
```

Results
Maximum force = 5.35 eV/Å
Net charge = +1
HOMO-LUMO gap = 10.80 eV
Relative energy (zero: lowest compared OMol25 entry of this formula, charge and spin) = 173.14 kJ/mol